Record 1
Formula: C4H13N2
Source: OMol25
Level of theory: ωB97M-V/def2-TZVPD

The geometry in XYZ format:
```
19
Properties=species:S:1:pos:R:3:nbo_charge:R:1
H 1.29 3.00 0.03 0.253
C 0.35 1.59 -1.26 -0.217
H -0.39 -2.38 2.27 0.214
H 1.36 -0.19 -1.62 0.419
H 2.05 1.43 0.03 0.215
N -0.85 -1.23 0.51 -0.463
H -2.44 -1.70 1.72 0.183
N 0.39 0.11 -1.47 -0.726
H 0.76 -2.50 0.92 0.221
C 1.08 1.93 0.03 -0.636
H -2.82 -0.90 0.09 0.192
H 0.54 1.69 0.94 0.227
H -0.14 -0.17 -2.30 0.424
H -0.07 -0.43 -0.58 0.453
H 0.69 -1.03 1.89 0.216
H 0.89 2.03 -2.10 0.220
C 0.09 -1.83 1.46 -0.446
C -2.09 -1.33 0.76 0.029
H -0.69 1.90 -1.30 0.223
```

Values from the calculation:
- Net charge: +1
- ΔE to the lowest compared entry with this formula, charge and spin: 27.3 kcal/mol
- Gap between HOMO and LUMO: 11.8 eV
- Molecular weight: 89.16 g/mol
- Strongest force on any atom: 0.87 eV/A

Record 2
Formula: C28H24CeI2N4O4
Source: OMol25
Level of theory: ωB97M-V/def2-TZVPD

The geometry in XYZ format:
```
63
Properties=species:S:1:pos:R:3:lowdin_charge:R:1
C 2.09 -2.49 2.10 -0.202
C -0.79 -2.38 -1.55 -0.384
H 3.45 0.57 2.46 0.143
O 0.31 -2.31 -0.91 -0.154
H -5.26 -1.02 2.29 0.109
H -2.00 0.48 -1.00 0.098
C -4.62 -0.27 4.14 -0.101
H 2.44 -2.11 3.06 -0.015
N -0.62 1.43 0.20 0.081
C -0.77 -2.83 -2.96 -0.087
C -1.69 1.41 -0.58 -0.089
H 5.25 3.08 1.26 0.102
H -3.27 2.44 -1.58 0.116
C 0.49 -3.57 -4.89 -0.082
C 3.73 1.12 -1.65 -0.617
H 5.30 1.95 -2.90 0.090
H 2.91 -2.68 1.39 -0.003
C -2.24 0.15 4.30 -0.002
C 3.21 0.90 -0.37 -0.376
N 1.66 1.59 1.97 -0.074
H -2.81 -3.50 -5.58 0.107
H -3.09 -2.53 -2.23 0.058
C -4.38 -0.77 2.88 -0.035
H 1.83 3.03 0.52 0.131
I 6.95 3.94 -1.11 0.853
C 3.69 1.69 0.67 -0.176
N -1.96 -1.98 -1.02 0.041
H -1.43 0.56 4.90 0.110
H 1.04 3.64 1.98 0.143
H 1.36 -2.96 -3.03 0.090
H -0.64 -4.07 -6.65 0.109
N -1.83 -1.48 0.28 -0.076
C -1.95 3.73 -0.49 -0.055
C -3.52 0.22 4.83 -0.086
C 0.44 -3.10 -3.57 -0.035
H 3.50 2.31 2.76 0.127
C -1.95 -3.01 -3.68 -0.254
C 5.32 2.65 -0.86 -0.746
O 2.24 -0.01 -0.20 -0.323
C -0.70 -3.71 -5.62 -0.087
C 3.13 1.56 2.05 -0.122
C -1.90 -3.43 -5.02 -0.013
H 1.63 -3.48 2.23 -0.007
H -3.84 -1.71 0.43 0.133
C -2.94 -1.40 0.94 -0.038
I 2.88 0.12 -3.27 0.984
H 1.21 1.53 2.89 0.136
O -3.19 -2.76 -3.18 0.047
C 1.14 2.76 1.30 -0.137
Ce 0.60 -0.89 0.84 1.352
H -5.59 -0.16 4.52 0.088
C -0.19 2.60 0.61 -0.241
C 4.83 1.95 -1.91 -0.235
H -3.69 0.65 5.84 0.114
C -0.84 3.77 0.31 -0.013
C -2.41 2.53 -0.94 -0.033
H 1.46 -3.82 -5.32 0.100
H -2.45 4.66 -0.72 0.119
C -1.99 -0.42 3.03 -0.309
C 4.79 2.53 0.43 -0.106
C -3.09 -0.88 2.29 -0.126
O -0.78 -0.50 2.49 -0.260
H -0.44 4.72 0.63 0.119
```

Values from the calculation:
- ΔE to the lowest compared entry with this formula, charge and spin: 5.0 kcal/mol
- Gap between HOMO and LUMO (spin up / spin down): 7.1 / 7.4 eV
- Molecular weight: 874.45 g/mol
- Strongest force on any atom: 2.18 eV/A

Record 3
Formula: C16H33BNO6
Source: OMol25
Level of theory: ωB97M-V/def2-TZVPD

The geometry in XYZ format:
```
57
Properties=species:S:1:pos:R:3:nbo_charge:R:1
H 1.04 3.26 -3.22 0.511
C 0.12 1.73 -1.23 0.169
C 0.62 -0.07 3.79 -0.070
C -1.59 -0.47 2.83 0.819
H -0.28 0.27 -2.56 0.453
C 4.54 1.99 0.46 -0.624
C -1.95 0.72 -1.14 -0.258
H 4.96 1.25 -0.20 0.226
C -4.48 2.95 -0.36 -0.600
H -2.64 0.53 -1.95 0.230
H 0.15 0.12 4.75 0.187
C 1.44 -5.22 -2.36 -0.639
N -0.60 0.82 -1.77 -0.425
H 4.12 1.47 1.32 0.206
H -5.27 3.08 0.37 0.227
C -1.96 -1.36 4.00 -0.746
H -2.12 2.81 -1.56 0.205
O 1.51 -2.93 -3.23 -0.489
H 5.32 2.67 0.80 0.230
C -0.80 -2.75 -2.38 -0.743
H 1.85 -1.53 2.80 0.217
H 0.70 -2.23 3.94 0.212
C -2.09 2.17 -0.67 -0.177
O 0.12 -1.51 -4.17 -0.606
H -4.30 3.93 -0.81 0.207
H -0.45 -3.09 -1.40 0.224
H 2.97 -3.73 -2.12 0.208
C 0.31 -2.34 -3.32 0.801
C 3.47 2.74 -0.28 -0.060
H -1.41 -3.53 -2.83 0.264
H 3.90 3.44 -0.99 0.198
H 0.35 -5.30 -2.40 0.208
O -2.36 -0.23 1.94 -0.621
H -1.39 -1.17 4.90 0.229
H -1.42 -1.87 -2.21 0.222
H -1.82 -2.39 3.70 0.254
B 1.57 2.28 -1.62 1.128
C -0.64 2.33 -0.10 -0.483
H -0.58 1.62 0.72 0.277
C -3.20 2.47 0.32 -0.419
H -2.85 3.28 0.95 0.209
H -4.81 2.27 -1.14 0.203
O 1.62 3.35 -2.45 -0.866
O -0.34 0.02 2.73 -0.520
C 1.37 -1.38 3.77 -0.639
O 2.66 1.77 -1.02 -0.712
H -0.34 3.33 0.21 0.247
H -3.01 -1.20 4.21 0.259
H -3.35 1.61 0.96 0.243
H 2.13 -1.39 4.55 0.234
H 2.83 3.28 0.41 0.172
H 1.53 -3.38 -1.19 0.170
H 1.80 -5.85 -1.56 0.228
H 1.31 0.76 3.61 0.199
H 1.84 -5.59 -3.31 0.231
C 1.89 -3.79 -2.14 -0.069
H -1.99 -0.01 -0.33 0.262
```

Values from the calculation:
- Net charge: +1
- Gap between HOMO and LUMO: 9.9 eV
- Molecular weight: 346.25 g/mol
- Strongest force on any atom: 1.96 eV/A

Record 4
Formula: C38H38N4O6
Source: OMol25
Level of theory: ωB97M-V/def2-TZVPD

The geometry in XYZ format:
```
86
Properties=species:S:1:pos:R:3:lowdin_charge:R:1
H 4.23 -4.38 -1.26 0.097
C -1.49 -2.43 -6.31 -0.188
H 2.50 5.73 3.83 0.108
H -7.31 -3.86 0.96 0.146
H -2.35 2.90 -0.57 0.099
C 0.97 -4.50 4.87 -0.022
C -0.22 -1.85 -6.62 -0.042
H 1.10 6.47 0.85 0.130
N -2.40 -1.82 -5.56 0.040
C -1.89 1.49 1.14 -0.172
O 3.29 -3.34 -3.86 0.045
C 0.57 6.54 -0.21 -0.113
C 3.16 -1.43 -0.13 -0.317
C -0.50 -6.33 4.26 0.028
H -2.97 -0.07 -4.30 0.108
H 0.46 -7.10 6.73 0.100
C 0.38 -5.71 5.18 -0.337
C 2.84 -1.46 -2.64 -0.006
C 0.14 7.95 -1.96 -0.160
O -0.18 -3.74 1.40 -0.028
H -6.40 -2.76 3.06 0.083
H 1.04 3.71 3.28 0.071
H -0.50 -1.56 0.63 0.137
H -1.68 -3.33 -6.68 0.043
H -2.01 5.25 -1.98 0.051
N -1.25 0.39 1.48 0.033
O 4.79 6.20 2.82 0.000
H 0.38 8.81 -2.70 0.132
C 0.68 -3.85 3.63 0.016
O 3.04 -0.81 1.10 0.047
H -0.58 4.59 -0.05 0.087
H 1.26 -3.01 3.79 0.081
C 3.96 5.23 2.44 -0.419
H -1.17 -7.14 4.59 0.101
H 1.04 -0.21 -6.30 0.109
H -0.12 -0.63 -1.49 0.093
N -5.02 -1.75 -0.30 0.064
C -2.14 -0.55 -4.90 -0.066
C 3.82 -3.44 -1.61 0.048
C 4.51 4.23 1.50 0.075
C 2.48 2.77 1.86 -0.473
H 3.94 2.46 0.47 0.098
C -0.83 -0.08 -0.86 -0.036
C -1.24 5.83 -1.72 -0.094
H -6.47 -2.90 -1.21 0.111
C -0.15 -4.39 2.62 -0.347
C -2.04 1.93 -0.17 -0.086
C 3.60 3.15 1.20 -0.007
C -4.53 -1.30 0.84 -0.140
H 2.53 -0.05 1.01 0.013
H -1.35 7.23 -3.34 0.082
C -0.87 6.95 -2.42 -0.070
O 1.77 1.79 1.66 0.045
C -0.46 5.58 -0.55 -0.056
H -0.42 -4.42 0.64 0.179
C 3.31 -2.63 -2.65 -0.377
H 3.10 -4.20 -3.90 0.033
C 3.70 -2.77 -0.22 0.044
H 5.15 6.25 3.77 0.165
C -0.74 -5.60 2.88 0.011
H -1.44 -6.25 2.38 0.088
H 1.80 -4.03 5.39 0.121
C -6.03 -2.56 -0.28 -0.217
H -4.70 -1.29 2.94 0.017
C -1.45 1.14 -1.11 -0.106
H -3.54 -0.68 0.88 0.111
H -0.72 1.08 -4.82 0.095
H 0.57 -2.45 -7.33 0.148
C 0.06 -0.59 -5.94 -0.114
H -1.70 1.54 -2.20 0.135
C -0.89 0.05 -5.19 -0.131
H 0.84 1.56 2.18 0.218
H 2.51 -0.86 -3.39 0.088
C -4.94 -1.63 2.12 -0.024
O 0.69 -6.21 6.45 0.017
H 4.02 -3.39 0.71 0.126
H -2.03 2.17 1.93 0.093
C -5.99 -2.58 2.12 -0.041
H 5.44 4.52 1.19 0.075
N 0.65 7.80 -0.79 0.015
H 2.30 0.13 -1.25 0.099
C 2.73 -0.85 -1.30 0.001
C 2.81 5.01 3.06 -0.009
C -0.82 -0.41 0.54 -0.159
C 1.97 3.73 2.79 0.056
C -6.56 -2.93 0.88 -0.098
```

Values from the calculation:
- SMILES: Oc1ccc(O)cc1.Oc1ccc(O)cc1.Oc1ccc(O)cc1.c1ccncc1.c1ccncc1.c1ccncc1.c1ccncc1
- ΔE to the lowest compared entry with this formula, charge and spin: 47.5 kcal/mol
- Gap between HOMO and LUMO: 8.5 eV
- Molecular weight: 646.74 g/mol
- Strongest force on any atom: 10.88 eV/A

Record 5
Formula: C6H12N2
Source: OMol25
Level of theory: ωB97M-V/def2-TZVPD

The geometry in XYZ format:
```
20
Properties=species:S:1:pos:R:3:nbo_charge:R:1
H 1.14 -2.10 -0.04 0.228
H -0.08 1.85 -1.20 0.224
C -0.72 0.36 0.22 0.294
C 2.17 -0.90 -1.39 0.265
H -0.04 -0.32 1.83 0.343
C -1.17 0.15 1.59 -0.776
H -1.20 -1.64 -0.42 0.217
C -0.64 1.79 -0.27 -0.654
C 1.78 -1.21 -0.02 -0.339
H -1.65 2.16 -0.45 0.225
H -2.22 -0.37 -1.09 0.230
H -0.58 -0.58 -1.72 0.231
H -2.00 -0.54 1.71 0.218
N 1.06 -0.13 0.63 -0.728
N 2.42 -0.62 -2.48 -0.342
H 1.66 0.70 0.68 0.358
C -1.19 -0.62 -0.81 -0.666
H -1.26 1.05 2.20 0.216
H 2.69 -1.47 0.54 0.239
H -0.18 2.43 0.48 0.217
```

Values from the calculation:
- ΔE to the lowest compared entry with this formula, charge and spin: 62.7 kcal/mol
- Gap between HOMO and LUMO: 9.7 eV
- Molecular weight: 112.18 g/mol
- Strongest force on any atom: 3.21 eV/A

Record 6
Formula: C5H8N2O
Source: OMol25
Level of theory: ωB97M-V/def2-TZVPD

The geometry in XYZ format:
```
16
Properties=species:S:1:pos:R:3:nbo_charge:R:1
N 2.28 -0.43 -0.79 -0.857
N -2.15 -0.67 -0.32 -0.478
C 0.09 -0.29 0.48 -0.126
H 2.04 0.51 1.03 0.206
O 0.25 2.17 -0.16 -0.624
C -0.50 0.95 0.18 0.142
H -0.92 -2.40 0.16 0.202
H 2.12 -1.21 -1.44 0.376
C -1.83 0.64 -0.30 -0.065
C 1.64 -0.46 0.47 -0.235
H -0.36 3.10 1.04 0.395
H -2.61 1.30 -0.57 0.197
C -0.94 -1.36 0.18 -0.122
H 2.06 0.57 -1.10 0.393
H 1.73 -1.24 1.59 0.191
H -2.91 -1.18 -0.45 0.404
```

Values from the calculation:
- ΔE to the lowest compared entry with this formula, charge and spin: 176.4 kcal/mol
- Gap between HOMO and LUMO: 6.6 eV
- Molecular weight: 112.13 g/mol
- Strongest force on any atom: 10.29 eV/A